{"formula": "C61H45N8O3STc", "method": "ωB97M-V/def2-TZVPD", "homo_energy_ev": [-9.087, -9.053], "gap_ev": [5.40, 4.64], "charge": 1, "spin_multiplicity": 4, "s2": 3.862, "lumo_ha": [-0.1355, -0.1621], "species": ["Tc", "C", "C", "C", "C", "C", "C", "C", "C", "C", "C", "C", "C", "C", "C", "C", "C", "C", "C", "C", "N", "C", "C", "C", "C", "C", "C", "C", "C", "C", "C", "C", "C", "N", "C", "C", "C", "C", "C", "N", "C", "C", "C", "C", "C", "C", "C", "C", "N", "H", "H", "H", "H", "H", "H", "H", "H", "H", "H", "H", "H", "H", "H", "H", "H", "H", "H", "H", "H", "H", "H", "H", "H", "H", "H", "H", "H", "C", "C", "O", "C", "C", "C", "C", "C", "C", "H", "H", "H", "H", "H", "H", "H", "H", "O", "C", "O", "C", "C", "C", "C", "S", "C", "C", "H", "H", "H", "H", "H", "N", "C", "N", "N", "C", "N", "H", "H", "H", "H"], "coordinates": [[0.9566, -0.8872, 1.0517], [-0.4801, 3.7046, 7.1078], [0.7227, 3.5660, 6.4199], [0.7828, 2.8915, 5.2143], [-0.3126, 2.0920, 4.8483], [-1.4882, 2.1051, 5.6441], [-1.5939, 2.9717, 6.7490], [-0.2598, 1.2106, 3.6539], [-0.6234, -0.1602, 3.6956], [-1.2211, -0.8602, 4.7951], [-1.4632, -2.1658, 4.3862], [-0.9161, -2.3170, 3.0556], [-0.8007, -3.6099, 2.3711], [-1.5185, -4.8159, 2.8490], [-2.2356, -5.6071, 1.8627], [-3.1960, -6.5219, 2.2857], [-3.2193, -6.9320, 3.6170], [-2.2987, -6.3781, 4.5432], [-1.4844, -5.3332, 4.1720], [0.2072, -3.7963, 1.3507], [0.9134, -2.8325, 0.6265], [2.0096, -3.5782, -0.0069], [2.8987, -3.0086, -0.9211], [3.8726, -3.8857, -1.6716], [3.3753, -4.9592, -2.4114], [4.1986, -5.7785, -3.1958], [5.5225, -5.4702, -3.2867], [6.0539, -4.4010, -2.5358], [5.2468, -3.6154, -1.7513], [3.0168, -1.6003, -1.0887], [3.7678, -0.9997, -2.1099], [3.6650, 0.3732, -1.9719], [2.7747, 0.6554, -0.9091], [2.3510, -0.5990, -0.3241], [2.2696, 1.9309, -0.5004], [1.3432, 2.1144, 0.5544], [0.6898, 3.3693, 0.8967], [0.0638, 3.1801, 2.0913], [0.2339, 1.8176, 2.4650], [0.9529, 1.1646, 1.4891], [2.6892, 3.1527, -1.2860], [1.7815, 4.0579, -1.9139], [2.2694, 5.1147, -2.7094], [3.6365, 5.3480, -2.8355], [4.5468, 4.4702, -2.2461], [4.0759, 3.3420, -1.6024], [1.8653, -4.9448, 0.3322], [0.7687, -5.0875, 1.1570], [-0.3890, -1.0965, 2.6076], [-0.5342, 4.4368, 7.9337], [1.6620, 3.9487, 6.8591], [1.6973, 2.8909, 4.5847], [-2.3423, 1.4660, 5.3324], [-2.5708, 3.1427, 7.2503], [-1.4620, -0.4723, 5.7568], [-1.9477, -2.9087, 5.0063], [-2.0751, -5.3867, 0.8101], [-3.8427, -7.0472, 1.5975], [-3.9878, -7.6397, 3.9437], [-2.2947, -6.7440, 5.5780], [-0.8036, -4.8878, 4.9218], [2.2680, -5.1247, -2.3900], [3.8226, -6.6537, -3.6337], [6.2655, -6.0407, -3.9024], [7.1019, -4.1086, -2.6728], [5.6676, -2.8172, -1.1902], [4.3755, -1.5071, -2.8380], [4.0878, 1.1667, -2.5733], [0.7660, 4.3348, 0.3673], [-0.5256, 3.9429, 2.6244], [0.7213, 3.9268, -1.7375], [1.6434, 5.6750, -3.3734], [3.9443, 6.1789, -3.4659], [5.6036, 4.6712, -2.3076], [4.7631, 2.5747, -1.3493], [2.5769, -5.7119, 0.0216], [0.3949, -5.9566, 1.6852], [-2.4319, 0.4285, 0.1904], [-1.5402, -0.4212, -0.6977], [-0.2790, -0.5119, -0.5698], [-2.2871, -1.1824, -1.7335], [-1.7108, -2.3300, -2.3334], [-2.4572, -3.1932, -3.0961], [-3.8257, -3.0340, -3.1960], [-4.3906, -1.8185, -2.8712], [-3.6218, -0.8563, -2.1726], [-1.8344, 0.9020, 0.9574], [-3.1578, -0.2827, 0.5953], [-3.0200, 1.2007, -0.3515], [-0.6905, -2.5890, -2.2379], [-1.9326, -4.0814, -3.5553], [-4.5112, -3.7649, -3.6153], [-5.4142, -1.5549, -3.1520], [-4.0638, 0.1052, -1.9358], [2.1889, 6.1152, -6.6138], [0.9822, 5.9524, -5.9901], [0.3293, 6.9303, -5.6496], [0.5020, 4.5244, -5.7912], [1.3163, 3.3904, -5.9134], [0.8204, 2.1363, -5.8063], [-0.6053, 1.9075, -5.5524], [-1.2886, 0.3980, -5.4532], [-1.4040, 3.1164, -5.4253], [-0.9000, 4.3516, -5.5324], [2.3759, 5.2590, -7.0640], [2.3536, 3.4486, -6.1849], [1.5204, 1.3180, -5.8948], [-2.4633, 2.9781, -5.2705], [-1.5354, 5.2559, -5.4489], [-3.7931, 3.9390, 2.8718], [-5.0687, 3.4894, 2.7673], [-6.0400, 4.3860, 2.3341], [-5.4794, 2.2840, 3.1517], [-4.5567, 1.4329, 3.5807], [-3.9379, 0.5772, 4.0854], [-3.5044, 4.7627, 2.3286], [-3.0726, 3.2439, 3.0368], [-5.7137, 5.1239, 1.7377], [-6.8538, 3.9234, 2.0189]], "forces_ev_per_a": [[-2.03, 1.67, -0.57], [0.21, 0.59, 0.82], [0.85, 0.41, 0.20], [0.23, -0.82, -0.33], [-1.42, -0.11, 0.45], [-0.13, 0.04, -0.13], [-0.66, -0.10, -0.82], [-0.05, -1.10, -0.44], [1.04, 0.05, -0.97], [-0.03, -1.82, -1.26], [0.29, 1.65, 0.14], [0.08, -0.98, -0.59], [1.66, 2.12, -0.01], [-0.58, -1.85, -0.64], [0.11, 1.57, 1.37], [0.92, -0.65, 0.34], [0.23, 0.65, 0.72], [-1.25, -0.88, -0.20], [0.50, 1.23, -0.43], [-0.73, 0.76, 0.72], [1.64, -2.75, 0.57], [-1.95, 1.44, -0.21], [0.58, 0.28, 0.73], [-0.66, 0.04, -0.32], [-1.17, -0.13, 0.03], [-0.29, 0.98, 1.11], [2.34, 0.16, -0.05], [0.28, -0.01, -0.98], [-0.63, -0.53, 0.12], [-1.26, 0.49, 1.02], [0.64, 1.59, -0.16], [-0.30, -0.40, -0.34], [-1.19, -0.87, 1.47], [2.74, 0.20, -2.18], [-0.26, -0.46, -0.47], [-0.41, 0.50, -0.03], [0.83, 0.28, -0.15], [-0.49, 0.67, 0.19], [0.37, -0.68, -0.40], [0.14, 0.43, -0.03], [0.75, 0.42, -1.48], [1.02, -0.22, 0.54], [0.48, -1.08, 0.18], [-0.32, -0.19, 0.05], [-0.60, 0.33, -0.25], [-1.48, 0.29, 0.62], [-0.19, -0.77, 0.61], [0.78, -0.04, -0.74], [-0.70, -0.41, 2.20], [0.08, -0.71, -0.35], [-0.75, 0.27, -0.48], [-0.65, -0.08, 0.65], [0.70, 0.70, 0.31], [0.88, -0.39, -0.32], [-0.06, 0.29, 0.30], [0.07, 0.01, -0.36], [-0.32, 0.16, 0.14], [0.03, 0.18, -0.26], [0.48, 0.15, -0.06], [0.08, 0.16, -0.52], [-0.50, -0.20, -0.56], [1.16, -0.02, -0.04], [-0.63, -0.87, -0.82], [-1.09, 0.37, 0.56], [-0.38, -0.36, 0.24], [0.26, 0.60, 0.38], [-0.12, -0.08, -0.07], [0.04, -0.52, -0.15], [0.02, -0.90, 0.40], [0.52, -0.60, -0.13], [-0.03, -0.02, -0.34], [-0.69, 0.41, 0.31], [0.18, -0.12, 0.24], [0.19, -0.20, -0.19], [0.60, -0.27, 0.74], [-0.38, 0.25, 0.19], [0.27, 0.02, -0.35], [0.48, -0.28, -0.25], [0.11, 0.65, -0.49], [-2.17, -0.37, 0.10], [-0.29, -0.30, -1.20], [-0.60, 0.81, 0.15], [0.56, -1.83, -0.32], [-0.75, 0.16, -0.81], [0.57, 1.72, 0.94], [0.64, -1.01, 0.44], [-0.03, 0.06, 0.31], [0.02, 0.27, 0.36], [0.56, -0.57, 0.02], [1.03, 0.15, 0.55], [-0.82, 1.03, 0.65], [0.50, -0.17, -0.19], [0.35, -0.29, 0.20], [0.01, -0.16, 0.09], [-0.82, -1.21, -0.05], [-0.70, 1.43, 0.13], [1.23, -1.92, -0.36], [-1.04, 0.36, -0.02], [-0.03, 1.20, -0.39], [-1.90, -1.25, 0.58], [1.49, 2.08, -0.23], [-0.18, -0.67, 0.11], [-0.39, -2.34, 0.04], [1.58, 2.11, -0.22], [0.21, 0.88, 0.37], [0.45, 0.35, 0.19], [-0.30, -0.31, -0.04], [-0.12, -0.07, 0.06], [0.55, -0.71, -0.07], [0.19, 0.43, -0.74], [-1.05, -0.41, 0.31], [1.93, -0.70, 0.57], [0.68, 1.43, -0.84], [-0.09, -1.14, 1.12], [-0.33, 1.01, -0.95], [-0.28, -0.71, 0.59], [-0.14, 0.18, 0.09], [-0.07, 0.23, -0.06], [-0.95, -0.36, -0.21]]}